--- a ---
The following is a quantum chemistry calculation of a 2-piece molecular cluster, C3H2O overall, from the Open Molecules 2025 dataset.

Output
LUMO energy (spin up / spin down): -1.6 / -2.5 eV
Spin multiplicity: 1
Orbital gap (spin up / spin down): 0.3103 / 0.2576 Ha

```
6
C3H2O, DFT wB97M-V/def2-TZVPD
H 1.8131 1.2152 0.5228
C -1.5791 -0.6251 -0.1128
O -2.7309 -0.7637 0.0444
H 0.7321 0.0481 -0.3863
C 2.1681 0.2646 -0.0409
C -0.4032 -0.1391 -0.0272
```

--- b ---
The following is a quantum chemistry calculation of one molecule with the formula C3H2O, from the Open Molecules 2025 dataset.

Output
LUMO energy: -0.1 eV
Spin multiplicity: 1
Orbital gap: 0.3872 Ha
SMILES string: C#CC=O

```
6
C3H2O, DFT wB97M-V/def2-TZVPD
C -0.4298 -0.6458 -1.2736
O 1.0842 1.1886 1.4449
H -0.4332 -0.9034 -2.2990
C 0.0763 -0.0350 -0.3641
C 0.2623 0.4427 0.9757
H -0.5598 -0.0471 1.5161
```

Most stable of them? b.

--- a ---
The following is a quantum chemistry calculation of a 2-piece molecular cluster, CH5NO2 overall, from the Open Molecules 2025 dataset.

Output
LUMO energy: 0.8 eV
Spin multiplicity: 1
Orbital gap: 0.4211 Ha
SMILES string: NC=O.O

```
9
CH5NO2, DFT wB97M-V/def2-TZVPD
H -0.7044 -1.9884 -0.9188
O 0.1386 2.7227 -0.2788
N 0.0250 -1.6126 -0.4725
H 0.5465 2.0711 -0.9520
H 0.1223 2.1617 0.5196
O 0.6058 -0.2122 1.1633
C -0.2743 -0.7514 0.5648
H -1.4160 -0.4496 0.6756
H 0.9564 -1.9413 -0.3011
```

--- b ---
The following is a quantum chemistry calculation of a 2-piece molecular cluster, CH5NO2 overall, from the Open Molecules 2025 dataset.

Output
LUMO energy: 0.9 eV
Spin multiplicity: 1
Orbital gap: 0.3994 Ha
SMILES string: NC=O.O

```
9
CH5NO2, DFT wB97M-V/def2-TZVPD
H -1.7452 0.8457 -1.0735
H -1.9015 1.2917 0.4188
H 1.9428 0.3047 -0.3473
O -0.2186 -1.3943 1.0910
C 0.8275 -1.2221 0.4813
O -1.5670 1.6373 -0.4260
H 0.1497 0.6216 -0.2207
H 1.5247 -2.0337 0.3592
N 0.9876 -0.0509 -0.2828
```

Most stable of them? b.

--- a ---
The following is a quantum chemistry calculation of a 6-piece molecular cluster, C12H36O6 overall, from the Open Molecules 2025 dataset.

Output
LUMO energy: 0.6 eV
Spin multiplicity: 1
Orbital gap: 0.3825 Ha
SMILES string: CCO.CCO.CCO.CCO.CCO.CCO

```
54
C12H36O6, DFT wB97M-V/def2-TZVPD
H 1.2349 3.1958 1.9739
O -6.0764 -2.6825 -3.1343
O 1.9700 3.5143 -1.8248
H 2.8449 -2.5475 1.9167
H 3.5742 3.6788 1.0993
C 3.3655 1.9245 -2.9908
H 4.4989 -0.9587 1.1628
H -5.5613 -2.1942 0.1464
H -4.7130 -1.5043 -1.1677
H -2.2957 1.0005 -1.6259
O 3.3097 0.7139 1.3904
H 2.4183 4.2125 -2.3072
H 3.7481 4.9948 2.2834
H 3.0913 -0.9353 0.1153
H 3.5271 2.6264 -0.9214
C -5.2723 -2.4015 -0.8860
H 2.1682 1.5098 -1.2997
H -0.6494 -5.1912 1.2787
H -1.9625 -4.9618 2.3315
C -1.9001 0.6241 -0.6868
C 3.4392 -0.7030 1.1244
H -6.9017 -2.6768 -3.6315
H -7.1625 -1.8046 -1.5901
H -2.1038 -0.4386 -0.5406
H 3.9834 1.0268 -2.9358
H -4.5245 -3.1955 -0.9013
H -6.9954 -3.5798 -1.5107
C -0.3983 0.8520 -0.6194
H -1.1044 -3.1251 -0.0985
H 2.3759 4.9995 -0.1127
O 0.1468 0.7492 0.7012
O 2.5843 5.4646 0.7054
H 3.9697 2.7409 -3.3904
C 2.5665 -1.4975 2.0645
H -2.3471 -2.6418 1.0594
H -0.2273 1.9315 -0.7606
H -0.7064 -2.7534 1.5484
H 2.5637 1.6904 -3.6925
H 0.1631 0.2528 -1.3423
C 2.7615 2.3500 -1.6478
C -6.4829 -2.6472 -1.7591
H -2.3811 1.1643 0.1296
H 1.5001 -1.3168 1.9513
H 2.2071 3.4447 3.3601
H 1.1949 4.7651 2.7052
H 3.8179 0.8494 2.1961
C -1.6425 -4.7171 1.3191
H -2.3531 -5.1574 -0.4578
H 2.7798 -1.2991 3.1200
C 3.0438 4.4654 1.6397
C 1.8705 3.9506 2.4473
H 1.1077 0.8045 0.6838
O -2.6091 -5.3093 0.4558
C -1.4563 -3.2576 0.9258
```

--- b ---
The following is a quantum chemistry calculation of a 6-piece molecular cluster, C12H36O6 overall, from the Open Molecules 2025 dataset.

Output
LUMO energy: 0.6 eV
Spin multiplicity: 1
Orbital gap: 0.3704 Ha
SMILES string: CC(C)O.CC(C)O.CC(C)O.CO.CO.CO

```
54
C12H36O6, DFT wB97M-V/def2-TZVPD
C 2.6036 2.4467 -0.6177
C 2.4272 1.5386 0.5969
O -3.4481 2.5085 0.5080
O -1.5401 -1.9578 -3.5709
O -0.7014 -0.4459 -1.5901
H -2.0453 3.3093 3.3976
H 2.2720 -1.9650 -3.8956
H 2.3245 3.4665 -0.3764
C -0.8138 -3.1776 -3.5278
H -0.4182 1.5356 -2.0087
O 2.0599 -0.4234 -2.4320
H 0.5384 -2.7803 -0.4244
H 1.3406 1.4739 0.8586
H 1.0668 -1.7418 3.0318
H -1.5457 -1.5179 -2.7004
H -3.3421 0.1001 1.4478
H 1.8067 -2.3591 0.7763
H 3.6926 2.4827 -0.9113
H 2.4839 -0.0503 -0.5545
H 2.6506 2.9462 2.1205
C 3.1123 2.0208 1.8484
C -2.7239 2.1112 1.7164
H -4.1429 3.1373 0.7276
O -0.6530 -1.0708 1.0180
H -2.0651 1.0906 -1.5289
C -3.3775 0.8750 2.2261
H -0.8864 -0.5585 -0.6244
H 3.7208 -1.3457 -3.0810
H -2.7550 0.5162 3.0856
H 2.8255 1.3589 2.6783
H -0.5775 -1.9756 3.6438
C 0.1523 -2.3263 2.9446
C 0.8669 -2.9088 0.6265
H 1.1360 -0.6615 -2.4475
H 2.0277 2.1217 -1.4838
C -2.7716 3.3420 2.5657
C -0.3081 -2.3747 1.5074
H -3.7543 3.4545 3.0390
H -1.3215 -3.9731 -2.9634
H -2.4511 4.2459 1.9855
C 2.7565 -1.0631 -3.4920
H 4.2140 2.1240 1.7554
H -1.4895 0.6298 -3.1015
H -1.2453 -0.7445 1.6896
O 2.8460 0.1550 0.3308
H -1.1575 -3.0430 1.3347
H 0.2014 -3.1508 -3.0433
H 2.8377 -0.3722 -4.3134
H -0.6405 -3.4835 -4.5745
H 0.3763 -3.3331 3.2528
C -1.1769 0.7818 -2.0624
H -1.6945 1.8681 1.3951
H 1.1270 -3.9201 0.7030
H -4.4205 1.0834 2.5140
```

Most stable of them? b.

--- a ---
The following is a quantum chemistry calculation of a 2-piece molecular cluster, C3H11N2S overall, from the Open Molecules 2025 dataset.

Output
LUMO energy: 4.3 eV
Spin multiplicity: 1
Net charge: -1
Orbital gap: 0.2527 Ha

```
17
C3H11N2S, DFT wB97M-V/def2-TZVPD
H 1.4951 3.7967 -1.0331
N -0.7740 -1.5389 -1.6024
H 1.0395 -1.3003 -0.0208
H -0.3874 -0.5984 -1.7412
C 0.2362 -1.6471 0.6312
S 0.4874 1.5785 -0.9317
H 0.9453 -0.9114 2.4010
H 1.4320 3.2366 0.6104
H 0.1603 0.1648 1.4355
N 0.1270 -0.7811 1.8218
H 0.4910 -2.6427 1.0123
H -1.6576 -1.5069 -2.0964
C -1.0634 -1.6472 -0.1623
H -1.6547 -0.7917 0.1891
H -1.6808 -2.5290 0.0294
C 0.8573 3.2641 -0.3198
H -0.0531 3.8540 -0.2231
```

--- b ---
The following is a quantum chemistry calculation of a 2-piece molecular cluster, C3H11N2S overall, from the Open Molecules 2025 dataset.

Output
LUMO energy: 4.3 eV
Spin multiplicity: 1
Net charge: -1
Orbital gap: 0.2558 Ha

```
17
C3H11N2S, DFT wB97M-V/def2-TZVPD
N -1.0765 -0.5459 -1.8272
C 1.0437 2.8146 0.5535
H 0.7299 -0.6404 1.4475
N 0.2833 -1.5621 1.4122
H -1.1950 -0.0843 0.2738
C -0.0298 -1.7832 0.0037
S 1.3533 1.1793 -0.1720
H 0.9852 -2.2185 1.7325
C -1.2284 -0.9307 -0.4230
H -0.2533 -2.8421 -0.1863
H 0.7990 -1.5128 -0.6568
H -0.3023 0.1209 -1.8416
H 1.9583 3.2436 0.9742
H 0.6870 3.5219 -0.2162
H -2.1583 -1.4951 -0.2933
H -1.9024 -0.0549 -2.1489
H 0.3063 2.7896 1.3678
```

Most stable of them? b.